{
  "formula": "C22H67BrNbO15P",
  "method": "wB97M-V/def2-TZVPD",
  "max_force_ha_per_bohr": 0.13302,
  "spin_multiplicity": 1,
  "homo_energy_ev": -0.213,
  "charge": -2,
  "e_lumo_ev": 2.33,
  "homo_lumo_gap_ev": 2.5,
  "symbols": ["C", "C", "O", "P", "O", "C", "C", "Nb", "C", "C", "C", "C", "C", "Br", "C", "O", "O", "O", "C", "C", "H", "H", "H", "H", "H", "H", "H", "H", "H", "H", "H", "H", "H", "H", "H", "H", "H", "H", "H", "H", "H", "H", "H", "H", "H", "H", "H", "C", "O", "H", "H", "H", "H", "C", "O", "H", "H", "H", "H", "C", "O", "H", "H", "H", "H", "C", "O", "H", "H", "H", "H", "C", "O", "H", "H", "H", "H", "C", "O", "H", "H", "H", "H", "C", "O", "H", "H", "H", "H", "C", "O", "H", "H", "H", "H", "C", "O", "H", "H", "H", "H", "C", "O", "H", "H", "H", "H"],
  "xyz": [[0.593, -0.692, 0.771], [0.236, -0.366, -0.813], [1.129, 0.620, -1.442], [0.923, 2.219, -0.783], [1.456, 2.411, 0.693], [-0.881, 2.872, -0.816], [-1.748, 2.392, 0.531], [-3.781, 3.402, 0.726], [-4.493, 1.967, 2.381], [-3.530, 0.653, 2.580], [-4.759, 2.053, -0.869], [-5.969, 2.941, -1.584], [-6.131, 2.648, -3.198], [-7.778, 2.579, -0.715], [-3.058, 4.863, 2.352], [-1.895, 5.566, 2.273], [-3.956, 5.058, 3.539], [1.912, 3.289, -1.800], [2.007, 4.629, -1.199], [3.357, 4.843, -0.250], [0.108, 0.094, 1.511], [1.772, -0.614, 0.944], [0.321, -1.808, 1.087], [0.422, -1.393, -1.393], [-0.915, -0.128, -0.990], [-1.450, 2.559, -1.817], [-0.940, 4.063, -0.795], [-1.118, 2.578, 1.525], [-1.957, 1.238, 0.352], [-3.431, 4.589, -0.609], [-5.428, 4.220, 0.879], [-5.578, 1.553, 2.141], [-4.550, 2.498, 3.448], [-3.961, -0.139, 3.346], [-2.443, 0.984, 2.934], [-3.378, 0.067, 1.554], [-5.300, 1.134, -0.363], [-3.993, 1.603, -1.638], [-5.725, 4.097, -1.441], [-7.074, 3.231, -3.583], [-6.254, 1.493, -3.442], [-5.160, 3.081, -3.734], [2.096, 5.411, -2.097], [1.059, 4.940, -0.562], [3.877, 5.889, -0.416], [4.119, 3.950, -0.320], [2.950, 4.829, 0.870], [4.225, -0.686, 3.310], [3.070, -1.335, 2.811], [4.021, 0.383, 3.401], [4.476, -1.092, 4.293], [5.057, -0.838, 2.617], [3.281, -2.281, 2.741], [6.848, -0.215, 0.162], [6.945, -0.192, 1.574], [5.800, -0.099, -0.124], [7.432, 0.607, -0.258], [7.221, -1.171, -0.214], [7.885, -0.297, 1.798], [9.597, -3.399, -0.361], [8.780, -2.857, 0.661], [9.664, -2.680, -1.181], [10.597, -3.593, 0.034], [9.153, -4.327, -0.730], [8.739, -3.517, 1.374], [-2.103, -3.584, 0.197], [-2.920, -3.042, 1.219], [-2.036, -2.864, -0.622], [-1.103, -3.777, 0.592], [-2.547, -4.512, -0.171], [-2.961, -3.702, 1.932], [-3.107, 0.004, 6.422], [-2.763, -0.831, 5.332], [-4.187, -0.047, 6.581], [-2.592, -0.340, 7.322], [-2.822, 1.034, 6.197], [-1.800, -0.766, 5.214], [-3.952, 0.918, -6.048], [-3.855, 0.942, -4.636], [-5.000, 1.035, -6.335], [-3.368, 1.741, -6.469], [-3.579, -0.037, -6.424], [-2.915, 0.837, -4.412], [-1.161, -0.926, -8.196], [-1.440, 0.282, -7.512], [-2.103, -1.399, -8.482], [-0.577, -0.710, -9.094], [-0.603, -1.598, -7.539], [-0.586, 0.678, -7.271], [1.867, -3.419, -2.973], [1.015, -3.918, -1.958], [2.364, -2.517, -2.608], [2.619, -4.172, -3.221], [1.276, -3.173, -3.858], [0.588, -4.717, -2.311], [9.639, -6.764, 1.814], [9.360, -5.557, 2.498], [8.697, -7.237, 1.528], [10.223, -6.548, 0.916], [10.197, -7.436, 2.471], [10.214, -5.160, 2.739], [-7.432, -0.757, 4.315], [-6.304, -1.057, 3.514], [-8.285, -0.549, 3.664], [-7.664, -1.613, 4.954], [-7.221, 0.122, 4.928], [-5.564, -1.237, 4.118]],
  "forces_ev_per_a": [[0.83, 0.37, 0.30], [-0.75, -2.41, 0.57], [-1.13, 2.34, 1.25], [1.65, 1.95, 3.71], [-1.29, -1.18, -4.72], [-1.57, 0.41, -0.16], [2.03, -1.22, -1.27], [0.86, -0.81, 3.27], [-0.93, -1.41, 1.57], [0.38, -0.41, -0.48], [-2.06, -0.67, -0.65], [1.88, 0.15, -1.66], [-0.06, 0.32, 0.31], [1.06, 0.24, -0.47], [0.34, 4.29, 4.94], [-4.67, -3.27, -0.14], [4.00, -1.16, -5.43], [-1.61, -0.96, 1.66], [0.73, 1.77, 0.14], [-0.90, -0.33, 1.26], [0.88, -1.73, -1.67], [-2.66, -0.06, -0.60], [0.22, 2.47, -0.91], [-0.22, 2.35, 1.05], [2.51, -0.14, 0.53], [1.27, 0.51, 2.13], [0.79, -2.57, -0.18], [-1.21, -0.48, -2.24], [0.47, 2.15, 0.74], [-0.29, 0.36, -0.67], [0.13, 0.06, -0.51], [2.01, 0.77, 0.51], [0.08, -0.84, -2.41], [0.98, 1.77, -1.57], [-2.26, -0.74, -0.63], [-0.35, 1.15, 2.12], [1.16, 1.63, -0.91], [-1.56, 0.97, 0.96], [-0.96, -2.59, -0.16], [1.76, -1.09, 0.59], [0.37, 2.51, 0.62], [-2.06, -1.07, 1.14], [-0.32, -1.91, 1.73], [1.95, -0.90, -1.35], [-1.05, -2.17, 0.07], [-1.55, 1.84, -0.17], [1.04, -0.01, -2.38], [0.22, -0.14, -0.16], [-0.24, -0.67, 0.00], [-0.09, -0.20, -0.08], [0.19, 0.14, 0.15], [0.07, 0.21, 0.27], [-0.21, 0.58, -0.03], [0.11, -0.09, -0.12], [0.56, 0.01, 0.39], [0.13, 0.05, 0.17], [-0.09, 0.01, -0.24], [-0.05, 0.07, -0.18], [-0.57, -0.04, -0.12], [-0.16, -0.08, 0.28], [0.02, -0.08, 0.36], [-0.06, -0.06, 0.17], [0.17, -0.09, -0.24], [0.17, -0.06, -0.20], [-0.11, 0.23, -0.28], [-0.06, 0.00, 0.31], [-0.12, -0.30, 0.33], [-0.04, -0.04, 0.20], [0.15, -0.06, -0.28], [0.13, -0.13, -0.25], [-0.04, 0.53, -0.34], [0.27, 0.15, -0.17], [0.45, -0.48, 0.17], [0.14, -0.02, -0.11], [-0.10, 0.14, 0.25], [-0.17, 0.08, 0.19], [-0.61, 0.03, -0.18], [0.08, -0.03, 0.23], [0.41, -0.16, 0.17], [0.06, 0.03, 0.21], [-0.08, -0.12, -0.29], [-0.08, 0.15, -0.26], [-0.55, 0.09, 0.00], [0.19, 0.16, 0.12], [0.50, 0.28, 0.05], [0.09, 0.15, 0.10], [0.01, -0.27, -0.12], [0.00, -0.22, -0.17], [-0.53, -0.13, -0.06], [-0.07, -0.09, -0.05], [-0.31, -0.50, 0.07], [-0.16, -0.14, 0.02], [0.17, 0.12, -0.18], [0.20, 0.13, -0.14], [0.17, 0.50, 0.30], [0.17, -0.02, -0.04], [0.26, 0.61, 0.18], [0.12, 0.17, 0.10], [0.00, -0.25, -0.10], [-0.01, -0.18, -0.16], [-0.52, -0.18, -0.04], [0.42, 0.01, -0.05], [0.07, -0.38, 0.25], [0.19, -0.01, 0.02], [-0.28, 0.01, 0.19], [-0.25, 0.06, 0.08], [-0.21, 0.24, -0.50]],
  "mulliken_charge": [-0.311, 0.266, -0.544, 1.259, -0.720, -0.294, 0.128, -1.288, -0.333, 0.469, -0.357, 0.002, -0.861, -0.284, 0.520, -0.645, -0.734, -0.508, -0.133, -0.798, 0.143, 0.159, 0.127, -0.188, 0.041, -0.041, 0.344, 0.410, -0.122, 0.005, 0.045, 0.099, 0.388, -0.502, 0.106, -0.127, 0.291, -0.140, 0.295, 0.372, 0.185, 0.186, 0.310, 0.125, 0.292, 0.151, 0.217, -0.351, -0.454, 0.235, 0.290, 0.024, 0.257, -0.421, -0.502, 0.229, 0.260, 0.149, 0.275, -0.557, -0.443, 0.257, 0.232, 0.249, 0.272, -0.604, -0.398, 0.161, 0.247, 0.372, 0.233, -0.598, -0.454, 0.175, 0.297, 0.307, 0.272, -0.539, -0.359, 0.271, 0.265, 0.126, 0.207, -0.514, -0.432, 0.216, 0.253, 0.232, 0.274, -0.550, -0.465, 0.206, 0.296, 0.241, 0.286, -0.562, -0.491, 0.228, 0.250, 0.279, 0.296, -0.685, -0.381, 0.240, 0.286, 0.269, 0.242]
}